Density functional theory data (ωB97M-V/def2-TZVPD) for the molecule C5H9Br in a non-equilibrium geometry.

Atoms and positions in Å:
H -0.6523 -2.2066 -0.6785
C 0.2789 -1.4943 -0.5612
H -1.6625 -0.2612 1.0917
H 1.6368 0.6397 0.7082
H 1.5581 1.8843 -0.7166
C 0.2498 -0.0758 -0.8848
H -1.3644 1.2055 2.0416
H -1.1545 1.5774 -0.4126
C -0.4439 0.8561 0.0424
H 0.5616 -1.7225 0.5348
H 0.9766 -1.9609 -1.2771
C -0.9116 0.4602 1.4567
Br -0.1167 0.2225 -2.8794
H -0.0062 -0.1196 1.6951
C 1.0502 0.9953 -0.1603

Output
Calculated total energy in eV: -75366.6902
Spin multiplicity: 3
Gap between HOMO and LUMO (spin up / spin down) in hartree: 0.2272 / 0.2304
Net charge: 0
ΔE to the lowest compared entry with this formula, charge and spin in kJ/mol: 223.3

Density functional theory data (ωB97M-V/def2-TZVPD) for a structure of composition C5H9CaO5 in a non-equilibrium geometry.

Atoms and positions in Å:
H 2.9244 -2.6194 0.9474
C -1.4742 2.3768 0.6918
H 2.7657 -3.4110 -0.6350
O -1.6005 0.1123 -0.0793
C 1.2996 -1.8582 -0.2726
C -0.8434 1.2344 -0.1187
O -2.0847 3.2473 -0.2571
H 0.6207 -2.2443 -1.0554
H 1.9225 -1.0900 -0.7677
O 0.5494 -1.2574 0.7544
H 0.2510 1.1851 -0.0549
H -0.7234 2.9295 1.2684
O -0.9411 1.8783 -1.5347
Ca 0.4839 -1.6145 2.7541
O -1.9857 3.6402 -2.4571
C -1.6492 2.9902 -1.4994
H -1.0490 -0.7128 0.1112
H -2.2671 1.9977 1.3468
H 1.6033 -3.7981 0.6523
C 2.1979 -2.9862 0.2053

Output
Calculated total energy in eV: -34006.0732
Spin multiplicity: 2
Gap between HOMO and LUMO (spin up / spin down) in hartree: 0.2098 / 0.3457
Net charge: 0

Density functional theory data (ωB97M-V/def2-TZVPD) for the molecule C5H9ClFN3O2 in a non-equilibrium geometry.

Atoms and positions in Å:
N 2.6711 1.7479 0.4882
H -1.8128 0.7920 -1.7634
O 2.4691 2.8718 0.0423
H 1.0883 -1.6266 -0.6649
N -0.7587 0.3084 -0.0284
H 0.8501 -0.6800 1.7255
Cl 3.4432 -1.4810 -0.7569
C -2.0108 0.5832 -0.7096
O 0.1876 2.1568 -0.9673
H -2.4445 1.4795 -0.2428
C 1.6984 -0.4636 1.0954
H -0.8884 0.0179 0.9486
C 1.8817 -1.5992 0.0910
N 1.4768 0.8505 0.4791
H 1.9186 -2.5595 0.6051
H -2.5572 -1.4939 -1.0374
C -2.9744 -0.5758 -0.5727
H -3.9410 -0.3435 -1.0332
F -3.1786 -0.8214 0.7447
H 2.5703 -0.3702 1.7721
C 0.3111 1.2065 -0.2156

Output
Calculated total energy in eV: -29133.9627
Gap between HOMO and LUMO in hartree: 0.3496
Net charge: 0
ΔE to the lowest compared entry with this formula, charge and spin in kJ/mol: 0.0

Density functional theory data (ωB97M-V/def2-TZVPD) for the ion C5H9ClN3O with charge +1 in a non-equilibrium geometry.

Atoms and positions in Å:
C 1.7566 -0.7979 -1.4694
H -2.4926 1.4513 0.5139
C -1.6844 -0.4612 0.8016
H 2.4408 -0.5591 1.7068
N -1.5286 0.8695 0.4494
N -0.6095 2.6905 -0.4943
C -0.5504 -1.3233 1.2229
H -1.4829 3.0543 -0.2814
O 2.5164 -0.7448 -0.2351
N 0.6869 -1.1313 1.1261
H 1.3466 0.1180 -1.5012
H -0.0186 3.1314 -1.1499
Cl -2.0232 -1.4480 -0.8429
H 2.5925 -0.9449 -2.1181
H -0.7541 -2.3636 1.6128
C -0.4833 1.3758 -0.1706
H 1.0582 -1.6293 -1.2699
H -2.6599 -0.4770 1.2174
C 1.8895 -0.8103 0.8821

Output
Calculated total energy in eV: -24360.7217
Gap between HOMO and LUMO in hartree: 0.2910
Net charge: +1
ΔE to the lowest compared entry with this formula, charge and spin in kJ/mol: 158.0

Density functional theory data (ωB97M-V/def2-TZVPD) for the ion C5H9ClNO with charge +1 in a non-equilibrium geometry.

Atoms and positions in Å:
C -0.2568 0.0893 0.0703
H -1.0934 -1.8063 0.5403
H -1.3030 -0.9041 -1.5418
Cl -0.8709 2.5012 -1.0859
C 2.2030 0.2734 0.0163
C -0.3558 -0.6222 -1.2392
N -0.8217 -0.9131 1.0825
H 2.2317 -0.4425 -0.7064
H -1.5614 -0.4988 1.5171
O -2.2758 1.2896 0.6336
C -1.2583 1.2588 0.0026
H 0.4162 -1.4423 -1.2326
H 1.0623 1.3426 1.4274
H 3.1129 0.5798 0.3274
H -0.1976 -0.0787 -2.1638
H -0.0820 -1.2068 1.7447
C 1.0506 0.5801 0.6076

Output
Calculated total energy in eV: -21382.8307
Gap between HOMO and LUMO in hartree: 0.4095
Net charge: +1
ΔE to the lowest compared entry with this formula, charge and spin in kJ/mol: 0.0

Density functional theory data (ωB97M-V/def2-TZVPD) for the ion C5H9ClNOS with charge +1 in a non-equilibrium geometry.

Atoms and positions in Å:
C -1.7961 0.4499 1.0045
H -0.6838 -0.4112 -3.7154
H 0.4869 1.9549 -0.4449
Cl -3.3402 0.1864 1.4072
O 0.0286 -0.2812 -1.6827
H 0.8103 -1.5694 1.8856
H 1.9557 -0.2499 2.4219
H -1.6159 -1.1708 -2.3582
H 1.8967 -0.1896 0.1035
H 1.3171 2.0834 0.9470
S -0.9625 1.8423 1.3774
H 0.1042 -0.0236 2.2981
N 0.9003 0.1030 0.4416
C 0.6076 1.4501 0.4767
H -0.0547 -1.9369 -2.8155
C 1.0159 -0.5142 1.8573
C -0.0020 -0.7529 -0.4826
C -0.6680 -0.9704 -2.7217

Output
Calculated total energy in eV: -32212.9293
Gap between HOMO and LUMO in hartree: 0.2905
Net charge: +1
ΔE to the lowest compared entry with this formula, charge and spin in kJ/mol: 330.9